Formula: C6H23NO6
Source: OMol25
Level of theory: ωB97M-V with the def2-TZVPD basis set

The geometry in ORCA input format:
```
! RIJCOSX wB97M-V def2-TZVPD def2/J DEFGRID3
* xyz 0 1
C -1.91842 -0.18822 0.77298
O -1.76988 0.03037 2.15435
C -1.92173 -1.71741 0.55499
C -0.61642 -2.09729 -0.15312
C 0.71912 -1.54009 0.42050
N 3.01797 1.29906 -0.63002
C 2.50115 0.09486 -0.05685
C 1.37231 -0.49345 -0.44787
H -2.84922 0.26796 0.44637
H -1.03207 0.35403 0.38383
H -2.50583 -0.17835 2.72775
H -2.24113 -2.29523 1.42635
H -2.70392 -1.92727 -0.21929
H -0.86870 -1.63506 -1.09990
H -0.47064 -3.18878 -0.13854
H 1.38697 -2.32301 0.82598
H 0.46356 -0.99256 1.33640
H 2.61460 1.57491 -1.51335
H 4.02960 1.32099 -0.68777
H 3.20394 -0.22134 0.72579
H 0.93218 -0.30697 -1.40997
H -0.63507 3.64772 0.27536
H 0.23853 2.36638 0.39522
O -0.44083 2.79412 -0.13867
H -1.72566 -1.05799 -3.17380
H -1.16098 0.38400 -3.42435
O -1.57429 -0.38494 -3.83975
H 2.22997 2.88167 2.08085
H 2.32136 2.66992 0.50198
O 2.15700 3.31533 1.22568
H -0.12516 2.77969 -3.28637
H -0.38379 2.27306 -1.76238
O -0.19947 2.03118 -2.68968
H -0.64259 -3.15352 3.57414
H -0.56770 -2.82477 2.14120
O -0.83479 -3.55902 2.70197
*
```

HOMO level: -8.7 eV
Gap between HOMO and LUMO: 9.2 eV